[1]
This record from the Open Molecules 2025 dataset describes a cluster of 10 separate species, C10H40O10 in total in a non-equilibrium geometry. The level of theory is ωB97M-V with the def2-TZVPD basis set.

Geometry (Å):
C1 2.723533 -1.936434 -3.080499
O1 1.567810 -1.142868 -3.147213
H1 3.011804 -2.192928 -2.092789
H2 2.561456 -2.897008 -3.636955
H3 3.647219 -1.555538 -3.483247
H4 1.749176 -0.337498 -2.652305
C2 4.021404 3.368464 0.425138
O2 2.891181 2.522695 0.735995
H5 4.032172 4.231447 1.123524
H6 5.003169 2.909662 0.582487
H7 3.843947 3.759280 -0.540457
H8 3.216491 1.792426 1.309225
C3 1.773251 2.897391 -2.608623
O3 2.370964 1.893068 -1.905949
H9 2.425375 3.744309 -2.726912
H10 1.403256 2.550103 -3.552893
H11 0.923884 3.296716 -2.049142
H12 2.365254 2.144250 -0.954045
C4 -3.848293 1.422311 -2.520482
O4 -3.222976 0.421857 -1.760438
H13 -4.415460 2.160992 -1.919190
H14 -3.108477 1.939872 -3.100505
H15 -4.619667 1.026281 -3.200427
H16 -2.604786 -0.003360 -2.390195
C5 -1.117756 -0.450058 4.414114
O5 -1.469757 0.349958 5.585365
H17 -0.264857 -1.118294 4.578968
H18 -1.988614 -1.052279 4.261945
H19 -0.923867 0.199355 3.605869
H20 -0.639296 0.801424 5.826953
C6 -2.926691 1.154010 1.514794
O6 -3.188073 -0.109281 0.869716
H21 -3.006798 1.850243 0.663428
H22 -3.706033 1.371142 2.262669
H23 -1.801367 1.166463 1.787258
H24 -3.266126 0.021217 -0.090763
C7 0.298416 -0.131962 0.095120
O7 0.769756 -1.246480 0.804483
H25 -0.752553 -0.003018 0.225688
H26 0.831836 0.724811 0.477902
H27 0.535395 -0.223891 -0.970481
H28 0.043893 -1.670178 1.283551
C8 -1.929013 -3.503843 1.421271
O8 -1.606566 -2.143007 1.817858
H29 -1.133285 -3.814046 0.769730
H30 -1.889236 -4.221726 2.265897
H31 -2.922796 -3.557034 0.948358
H32 -2.319317 -1.518390 1.714086
C9 2.951538 -0.246699 3.387753
O9 3.366913 -0.247122 2.027581
H33 2.594442 -1.233946 3.792421
H34 3.784056 0.153011 3.966217
H35 2.102372 0.451689 3.363711
H36 2.757131 -0.680329 1.397301
C10 -2.101379 -2.370159 -3.528434
O10 -1.356600 -1.255543 -3.063691
H37 -1.938985 -2.455574 -4.565882
H38 -1.911404 -3.338313 -2.981148
H39 -3.195875 -2.251904 -3.502303
H40 -0.391186 -1.415740 -3.281408

Forces on atoms 1 to 2 (eV/Å):
C 0.220 -1.889 -0.990
O 0.065 0.200 -0.248

Values from the calculation:
Charge: 0
SMILES string: CO.CO.CO.CO.CO.CO.CO.CO.CO.CO
Molecular weight (u): 320.42
Total energy (a.u.): -1157.21716

***

[2]
This record from the Open Molecules 2025 dataset describes a cluster of 10 separate species, C10H40O10 in total in a non-equilibrium geometry. The level of theory is ωB97M-V with the def2-TZVPD basis set.

Geometry (Å):
C1 3.492725 0.447503 1.831323
O1 3.851264 1.409785 0.808365
H1 2.436687 0.606959 2.115651
H2 4.060813 0.459189 2.785380
H3 3.457644 -0.548260 1.512011
H4 3.160046 1.333500 0.116460
C2 -4.381449 0.673630 0.310944
O2 -5.559479 0.808873 -0.549652
H5 -3.891912 -0.320335 0.113846
H6 -4.624503 0.700946 1.356318
H7 -3.671951 1.449140 0.113515
H8 -5.490704 1.638911 -0.961200
C3 2.184549 3.622797 2.723621
O3 1.434804 4.721423 2.396806
H9 2.260879 3.327254 3.795089
H10 3.169961 3.612808 2.402071
H11 1.649045 2.699580 2.230332
H12 0.685479 4.546359 1.894883
C4 3.300084 -3.606615 0.375170
O4 4.240100 -3.774177 1.306407
H13 2.615747 -4.446526 0.373257
H14 3.684234 -3.541520 -0.669277
H15 2.667375 -2.718444 0.587047
H16 4.855360 -3.047104 1.323580
C5 -3.548799 -0.220088 -3.371253
O5 -2.337850 -0.071556 -4.079862
H17 -4.255797 0.654437 -3.304103
H18 -3.219426 -0.490278 -2.355207
H19 -3.994210 -1.141919 -3.689584
H20 -2.486296 -0.198179 -5.040718
C6 -0.248347 -4.619470 0.310937
O6 0.100271 -5.653469 -0.588980
H21 -1.223076 -4.913300 0.711488
H22 -0.161747 -3.655710 -0.205844
H23 0.489567 -4.639905 1.132914
H24 0.830645 -5.351251 -1.154204
C7 -0.261839 -1.406310 -1.950814
O7 -0.722201 -0.142102 -1.794925
H25 0.692519 -1.645801 -1.462622
H26 -0.174308 -1.727573 -2.982390
H27 -0.972371 -1.996962 -1.373711
H28 -1.163722 0.244393 -2.584696
C8 -1.418399 3.091844 1.149064
O8 -0.753975 4.248146 0.624716
H29 -0.828180 2.844057 1.983143
H30 -1.346769 2.231999 0.490886
H31 -2.497725 3.221871 1.325960
H32 -1.057494 4.307655 -0.291518
C9 -0.282028 -0.690118 1.435878
O9 -1.494226 -0.778624 0.702761
H33 -0.455009 -0.954119 2.455478
H34 0.113137 0.346483 1.342253
H35 0.400821 -1.431119 1.040642
H36 -1.316061 -0.471432 -0.146329
C10 1.317592 2.168900 -1.098138
O10 1.800158 0.845154 -0.885887
H37 1.440335 2.857268 -0.212192
H38 0.269330 2.162166 -1.401209
H39 2.014035 2.655489 -1.781629
H40 1.164648 0.263748 -1.242253

Forces on atoms 1 to 2 (eV/Å):
C -1.290 1.752 0.449
O 0.083 -0.857 0.956

Values from the calculation:
Charge: 0
SMILES string: CO.CO.CO.CO.CO.CO.CO.CO.CO.CO
Molecular weight (u): 320.42
Total energy (a.u.): -1157.14698

***

Which of these has the lowest total energy?
number 1

***

What did the first record say?
This record from the Open Molecules 2025 dataset describes a cluster of 10 separate species, C10H40O10 in total in a non-equilibrium geometry. The level of theory is ωB97M-V with the def2-TZVPD basis set.

Geometry (Å):
C1 2.723533 -1.936434 -3.080499
O1 1.567810 -1.142868 -3.147213
H1 3.011804 -2.192928 -2.092789
H2 2.561456 -2.897008 -3.636955
H3 3.647219 -1.555538 -3.483247
H4 1.749176 -0.337498 -2.652305
C2 4.021404 3.368464 0.425138
O2 2.891181 2.522695 0.735995
H5 4.032172 4.231447 1.123524
H6 5.003169 2.909662 0.582487
H7 3.843947 3.759280 -0.540457
H8 3.216491 1.792426 1.309225
C3 1.773251 2.897391 -2.608623
O3 2.370964 1.893068 -1.905949
H9 2.425375 3.744309 -2.726912
H10 1.403256 2.550103 -3.552893
H11 0.923884 3.296716 -2.049142
H12 2.365254 2.144250 -0.954045
C4 -3.848293 1.422311 -2.520482
O4 -3.222976 0.421857 -1.760438
H13 -4.415460 2.160992 -1.919190
H14 -3.108477 1.939872 -3.100505
H15 -4.619667 1.026281 -3.200427
H16 -2.604786 -0.003360 -2.390195
C5 -1.117756 -0.450058 4.414114
O5 -1.469757 0.349958 5.585365
H17 -0.264857 -1.118294 4.578968
H18 -1.988614 -1.052279 4.261945
H19 -0.923867 0.199355 3.605869
H20 -0.639296 0.801424 5.826953
C6 -2.926691 1.154010 1.514794
O6 -3.188073 -0.109281 0.869716
H21 -3.006798 1.850243 0.663428
H22 -3.706033 1.371142 2.262669
H23 -1.801367 1.166463 1.787258
H24 -3.266126 0.021217 -0.090763
C7 0.298416 -0.131962 0.095120
O7 0.769756 -1.246480 0.804483
H25 -0.752553 -0.003018 0.225688
H26 0.831836 0.724811 0.477902
H27 0.535395 -0.223891 -0.970481
H28 0.043893 -1.670178 1.283551
C8 -1.929013 -3.503843 1.421271
O8 -1.606566 -2.143007 1.817858
H29 -1.133285 -3.814046 0.769730
H30 -1.889236 -4.221726 2.265897
H31 -2.922796 -3.557034 0.948358
H32 -2.319317 -1.518390 1.714086
C9 2.951538 -0.246699 3.387753
O9 3.366913 -0.247122 2.027581
H33 2.594442 -1.233946 3.792421
H34 3.784056 0.153011 3.966217
H35 2.102372 0.451689 3.363711
H36 2.757131 -0.680329 1.397301
C10 -2.101379 -2.370159 -3.528434
O10 -1.356600 -1.255543 -3.063691
H37 -1.938985 -2.455574 -4.565882
H38 -1.911404 -3.338313 -2.981148
H39 -3.195875 -2.251904 -3.502303
H40 -0.391186 -1.415740 -3.281408

Forces on atoms 1 to 2 (eV/Å):
C 0.220 -1.889 -0.990
O 0.065 0.200 -0.248

Values from the calculation:
Charge: 0
SMILES string: CO.CO.CO.CO.CO.CO.CO.CO.CO.CO
Molecular weight (u): 320.42
Total energy (a.u.): -1157.21716

***

Number 2 is which compound?
C10H40O10

***

What did the first record say?
This record from the Open Molecules 2025 dataset describes a cluster of 10 separate species, C10H40O10 in total in a non-equilibrium geometry. The level of theory is ωB97M-V with the def2-TZVPD basis set.

Geometry (Å):
C1 2.723533 -1.936434 -3.080499
O1 1.567810 -1.142868 -3.147213
H1 3.011804 -2.192928 -2.092789
H2 2.561456 -2.897008 -3.636955
H3 3.647219 -1.555538 -3.483247
H4 1.749176 -0.337498 -2.652305
C2 4.021404 3.368464 0.425138
O2 2.891181 2.522695 0.735995
H5 4.032172 4.231447 1.123524
H6 5.003169 2.909662 0.582487
H7 3.843947 3.759280 -0.540457
H8 3.216491 1.792426 1.309225
C3 1.773251 2.897391 -2.608623
O3 2.370964 1.893068 -1.905949
H9 2.425375 3.744309 -2.726912
H10 1.403256 2.550103 -3.552893
H11 0.923884 3.296716 -2.049142
H12 2.365254 2.144250 -0.954045
C4 -3.848293 1.422311 -2.520482
O4 -3.222976 0.421857 -1.760438
H13 -4.415460 2.160992 -1.919190
H14 -3.108477 1.939872 -3.100505
H15 -4.619667 1.026281 -3.200427
H16 -2.604786 -0.003360 -2.390195
C5 -1.117756 -0.450058 4.414114
O5 -1.469757 0.349958 5.585365
H17 -0.264857 -1.118294 4.578968
H18 -1.988614 -1.052279 4.261945
H19 -0.923867 0.199355 3.605869
H20 -0.639296 0.801424 5.826953
C6 -2.926691 1.154010 1.514794
O6 -3.188073 -0.109281 0.869716
H21 -3.006798 1.850243 0.663428
H22 -3.706033 1.371142 2.262669
H23 -1.801367 1.166463 1.787258
H24 -3.266126 0.021217 -0.090763
C7 0.298416 -0.131962 0.095120
O7 0.769756 -1.246480 0.804483
H25 -0.752553 -0.003018 0.225688
H26 0.831836 0.724811 0.477902
H27 0.535395 -0.223891 -0.970481
H28 0.043893 -1.670178 1.283551
C8 -1.929013 -3.503843 1.421271
O8 -1.606566 -2.143007 1.817858
H29 -1.133285 -3.814046 0.769730
H30 -1.889236 -4.221726 2.265897
H31 -2.922796 -3.557034 0.948358
H32 -2.319317 -1.518390 1.714086
C9 2.951538 -0.246699 3.387753
O9 3.366913 -0.247122 2.027581
H33 2.594442 -1.233946 3.792421
H34 3.784056 0.153011 3.966217
H35 2.102372 0.451689 3.363711
H36 2.757131 -0.680329 1.397301
C10 -2.101379 -2.370159 -3.528434
O10 -1.356600 -1.255543 -3.063691
H37 -1.938985 -2.455574 -4.565882
H38 -1.911404 -3.338313 -2.981148
H39 -3.195875 -2.251904 -3.502303
H40 -0.391186 -1.415740 -3.281408

Forces on atoms 1 to 2 (eV/Å):
C 0.220 -1.889 -0.990
O 0.065 0.200 -0.248

Values from the calculation:
Charge: 0
SMILES string: CO.CO.CO.CO.CO.CO.CO.CO.CO.CO
Molecular weight (u): 320.42
Total energy (a.u.): -1157.21716